Formula: C12H31N3O12P3S
Source: the Open Molecules 2025 dataset
Level of theory: ωB97M-V/def2-TZVPD

The geometry in XYZ format:
```
62
Properties=species:S:1:pos:R:3:forces:R:3:nbo_charge:R:1
N -0.186 -3.850 1.410 -2.60 -5.01 2.17 -0.690
C -0.886 -4.989 1.753 1.93 2.17 -0.03 0.124
C -0.440 -6.001 3.006 0.69 0.15 0.57 -0.334
N 1.061 -6.292 2.987 -2.15 1.70 0.43 -0.537
N 1.287 -7.285 2.045 4.48 2.62 -5.52 -0.351
C 2.218 -6.704 1.175 -3.60 -1.89 1.47 0.165
S 2.825 -6.094 -0.331 -1.27 -1.36 3.50 -0.237
H 0.625 -3.805 2.092 -0.93 -0.30 -0.77 0.359
H -1.850 -5.349 1.156 2.07 1.16 0.98 0.151
H -1.101 -6.969 2.992 1.00 1.53 -0.30 0.161
H -0.640 -5.465 4.054 0.31 -0.84 -2.36 0.197
C -3.140 -0.997 -0.784 -0.41 -0.23 0.67 -0.254
O -2.488 -0.766 -2.018 1.01 0.52 -0.99 -0.817
P -1.107 0.063 -2.038 0.91 -0.69 -0.32 2.561
O -0.483 0.218 -3.387 -1.32 -0.21 1.68 -1.094
O -0.193 -0.694 -0.946 -0.95 2.64 -0.65 -0.818
C 0.057 -2.070 -1.134 -0.09 -1.48 -0.10 -0.272
O -1.486 1.438 -1.290 0.64 -1.30 0.28 -0.819
C -1.991 2.491 -2.083 -0.16 0.72 -0.48 -0.251
H -3.394 -2.059 -0.718 0.09 0.17 -0.04 0.200
H -2.514 -0.734 0.072 -0.04 -0.06 -0.08 0.196
H -4.060 -0.409 -0.751 0.06 0.00 0.00 0.176
H -0.134 -2.383 -2.163 0.11 0.10 -0.05 0.177
H -0.594 -2.631 -0.458 0.35 -0.01 -0.10 0.235
H 1.097 -2.283 -0.878 -0.22 0.10 0.01 0.208
H -2.716 3.057 -1.492 0.11 -0.17 0.04 0.183
H -2.486 2.117 -2.982 0.08 0.08 0.04 0.192
H -1.169 3.155 -2.362 -0.13 -0.08 -0.10 0.195
C 2.650 1.144 -2.833 -0.17 -1.05 0.36 -0.275
O 2.628 2.448 -3.378 0.63 1.44 -0.97 -0.819
P 3.939 3.015 -4.122 -0.32 0.66 -0.39 2.551
O 3.797 4.390 -4.692 -0.07 -1.94 1.01 -1.087
O 4.296 1.865 -5.194 0.85 0.97 1.37 -0.808
C 3.308 1.514 -6.138 -0.65 -0.39 -0.44 -0.254
O 5.099 2.842 -3.018 -0.56 -0.74 -1.35 -0.808
C 5.298 3.907 -2.112 0.23 0.65 0.48 -0.248
H 1.752 0.613 -3.163 0.11 0.19 0.07 0.230
H 3.527 0.575 -3.152 0.00 0.11 0.06 0.185
H 2.642 1.211 -1.743 0.04 -0.01 -0.07 0.185
H 2.539 2.284 -6.231 0.06 -0.05 -0.03 0.195
H 2.846 0.576 -5.817 -0.08 0.10 -0.09 0.189
H 3.782 1.357 -7.110 0.03 0.10 0.19 0.190
H 5.608 3.494 -1.149 -0.06 -0.09 -0.20 0.190
H 4.384 4.489 -1.967 0.11 0.01 -0.02 0.191
H 6.093 4.555 -2.491 -0.17 0.03 0.06 0.186
C -4.111 2.047 3.404 -0.40 0.47 -0.12 -0.255
O -3.369 0.862 3.616 0.79 -0.65 0.45 -0.816
P -1.844 0.966 4.126 1.14 -1.17 0.05 2.543
O -1.164 -0.346 4.354 -1.49 2.01 -0.44 -1.059
O -1.940 1.918 5.424 0.73 0.03 -1.44 -0.809
C -2.786 1.514 6.478 -0.53 -0.13 0.48 -0.252
O -1.150 1.924 3.034 -0.95 0.18 1.90 -0.816
C -0.599 1.310 1.888 0.60 -0.40 -0.90 -0.252
H -5.079 1.946 3.902 0.12 -0.05 -0.07 0.184
H -3.604 2.930 3.801 0.00 -0.07 -0.06 0.191
H -4.275 2.179 2.332 0.03 0.02 0.07 0.187
H -3.025 0.449 6.425 0.06 0.05 0.05 0.199
H -3.709 2.096 6.420 -0.02 -0.10 0.09 0.172
H -2.295 1.726 7.431 0.03 -0.04 -0.21 0.195
H -0.718 1.987 1.038 -0.06 -0.07 0.24 0.197
H -1.098 0.366 1.657 0.17 0.05 0.00 0.195
H 0.467 1.134 2.053 -0.17 -0.15 -0.05 0.194
```
Positions in Å, forces in eV/Å.

**E_LUMO**: 1.96 eV
**Net charge**: -1
**F_max**: 7.58 eV/A
**Kohn-Sham gap**: 4.66 eV

=====

Formula: C37H65N5O4RbSSbSe2
Source: the Open Molecules 2025 dataset
Level of theory: ωB97M-V/def2-TZVPD

The geometry in XYZ format:
```
116
Properties=species:S:1:pos:R:3:forces:R:3:lowdin_charge:R:1
Rb -0.058 -0.386 0.238 -0.10 0.48 -0.07 0.522
C -3.329 2.019 1.296 -0.04 0.03 0.08 -0.108
N -3.232 0.588 1.094 0.03 0.03 -0.08 -0.257
C -3.755 -0.107 2.254 0.00 -0.04 0.02 -0.090
C -3.951 0.214 -0.130 -0.02 0.01 0.04 -0.204
C -3.953 -1.272 -0.423 0.09 0.01 0.07 -0.307
C -5.179 -1.935 -0.362 -0.01 -0.03 0.01 -0.098
C -5.259 -3.300 -0.612 -0.02 0.02 0.01 -0.141
C -4.087 -3.981 -0.912 0.02 -0.01 0.00 -0.142
C -2.877 -3.288 -0.958 0.08 -0.05 -0.04 -0.220
C -2.726 -1.909 -0.727 -0.12 0.13 -0.09 -0.122
H -4.375 2.342 1.467 0.01 -0.01 0.00 0.086
H -2.962 2.550 0.418 0.02 -0.01 -0.03 0.055
H -2.732 2.326 2.157 0.02 -0.02 -0.01 0.081
H -4.833 0.101 2.405 0.01 0.00 -0.01 0.089
H -3.220 0.221 3.147 0.01 -0.01 -0.01 0.069
H -3.632 -1.182 2.130 0.02 0.00 0.00 0.088
H -3.468 0.741 -0.957 0.00 0.00 -0.01 0.096
H -4.992 0.592 -0.065 0.00 -0.03 -0.01 0.111
H -6.083 -1.380 -0.115 0.00 -0.02 0.00 0.089
H -6.212 -3.817 -0.569 0.00 0.00 0.00 0.077
H -4.114 -5.050 -1.112 -0.01 0.00 0.00 0.080
H -1.994 -3.884 -1.209 0.01 0.03 0.00 0.046
O 6.011 1.145 2.950 -0.05 -0.03 0.01 -0.094
C 4.589 1.322 2.981 0.04 0.01 0.05 -0.234
C 3.956 1.468 1.595 0.08 0.12 0.01 -0.595
C 4.631 2.636 0.862 0.02 -0.03 0.00 -0.263
O 5.945 2.292 0.391 -0.03 0.04 0.01 -0.142
C 4.147 0.141 0.830 0.04 -0.02 0.14 -0.561
Se 3.964 0.218 -1.134 0.03 -0.02 -0.03 0.519
C 2.456 1.755 1.752 0.03 -0.20 -0.06 -0.629
Se 1.930 3.470 2.580 -0.02 0.05 0.00 0.392
H 6.309 1.496 2.095 0.02 0.00 -0.02 0.049
H 4.341 2.210 3.570 -0.04 0.00 0.00 0.079
H 4.159 0.449 3.489 0.02 -0.02 -0.01 0.121
H 4.741 3.486 1.534 -0.02 0.00 0.01 0.097
H 4.008 2.945 0.019 -0.01 -0.01 0.00 0.089
H 5.774 1.656 -0.333 0.01 -0.02 -0.03 -0.013
H 3.436 -0.581 1.244 -0.02 -0.03 -0.09 0.047
H 5.141 -0.250 1.046 -0.02 0.00 -0.01 0.047
H 2.038 0.918 2.330 -0.03 0.06 0.04 0.033
H 2.023 1.682 0.745 0.04 0.09 0.01 0.004
C 3.387 0.622 -4.704 0.02 0.05 0.03 -0.124
C 2.465 -0.542 -5.047 -0.07 -0.03 -0.04 -0.287
C 2.367 -1.584 -3.936 0.07 -0.06 -0.09 -0.355
S 1.211 -1.201 -2.613 0.11 -0.04 0.07 0.743
O 1.292 -2.400 -1.710 -0.12 0.02 0.00 -0.646
C -0.376 -1.341 -3.451 -0.14 -0.01 -0.18 -0.369
C -0.719 -2.691 -4.058 0.12 -0.02 0.01 -0.285
C -2.183 -2.737 -4.482 -0.05 0.01 -0.03 -0.104
H 3.348 1.394 -5.476 0.02 0.00 0.01 0.070
H 4.418 0.280 -4.603 -0.01 0.00 0.00 0.074
H 3.127 1.080 -3.748 -0.01 -0.02 -0.02 0.011
H 2.827 -1.052 -5.946 0.03 0.04 0.00 0.101
H 1.468 -0.173 -5.312 0.00 0.00 0.04 0.088
H 3.306 -1.663 -3.380 0.00 -0.01 -0.04 0.055
H 2.091 -2.575 -4.302 -0.02 0.01 0.02 0.084
H -0.412 -0.528 -4.187 -0.04 -0.02 0.01 0.081
H -1.100 -1.112 -2.654 0.03 -0.05 -0.03 0.050
H -0.517 -3.460 -3.309 -0.03 0.01 0.01 0.101
H -0.069 -2.899 -4.914 -0.02 -0.01 -0.01 0.098
H -2.828 -2.532 -3.626 0.00 0.00 0.00 0.061
H -2.457 -3.717 -4.880 0.03 -0.01 0.00 0.067
H -2.391 -1.992 -5.256 0.00 0.00 0.01 0.069
C 0.829 -5.379 -0.437 -0.03 -0.06 -0.03 -0.335
Sb 0.285 -3.753 0.854 0.03 -0.21 0.19 1.287
C 2.162 -3.806 1.922 0.01 -0.02 0.00 -0.322
C -0.750 -5.051 2.256 0.01 -0.07 -0.04 -0.336
H 1.278 -6.190 0.139 0.00 0.00 -0.02 -0.006
H 1.537 -4.998 -1.172 0.00 0.00 0.00 -0.010
H -0.056 -5.750 -0.957 0.01 0.00 0.00 -0.009
H 2.395 -4.829 2.225 0.01 0.01 0.01 -0.007
H 2.110 -3.164 2.802 0.00 -0.01 0.00 -0.017
H 2.956 -3.427 1.277 -0.03 0.00 -0.02 0.005
H -0.078 -5.815 2.651 -0.02 -0.01 0.00 -0.007
H -1.568 -5.532 1.716 0.00 -0.01 0.03 -0.010
H -1.182 -4.485 3.081 0.02 0.02 -0.03 -0.030
C -0.353 -2.317 4.937 -0.01 -0.09 0.02 -0.003
C -0.424 -1.073 4.092 -0.14 0.14 -0.12 -0.381
O -0.098 -1.091 2.922 0.13 -0.12 0.30 -0.074
C -0.934 0.185 4.709 0.09 -0.05 -0.02 -0.168
C -1.822 0.164 5.785 -0.02 0.04 0.01 -0.053
C -2.323 1.354 6.288 0.00 -0.02 0.01 -0.097
C -1.908 2.567 5.748 0.00 0.06 0.02 -0.085
C -0.993 2.592 4.707 0.07 -0.12 -0.08 -0.079
C -0.518 1.400 4.176 -0.08 0.15 0.10 -0.028
H 0.252 -3.065 4.429 0.00 0.01 0.00 0.067
H -1.361 -2.721 5.067 0.00 0.01 0.00 0.090
H 0.049 -2.102 5.926 0.02 0.01 0.00 0.089
H -2.144 -0.778 6.213 0.00 -0.01 -0.01 0.104
H -3.034 1.339 7.106 0.00 -0.01 0.00 0.092
H -2.293 3.494 6.156 0.01 0.00 0.00 0.096
H -0.594 3.506 4.281 -0.07 0.04 0.05 0.066
H 0.209 1.473 3.375 -0.01 -0.09 -0.02 0.046
C -1.249 2.388 -2.306 0.07 -0.06 -0.06 -0.177
N -1.337 3.661 -3.035 0.00 0.00 -0.01 -0.086
C -1.343 4.739 -2.037 0.01 0.00 -0.01 -0.189
N -0.165 4.720 -1.182 0.01 0.00 0.03 -0.079
C -0.099 3.422 -0.495 -0.01 0.06 0.01 -0.183
N -0.062 2.301 -1.453 -0.05 0.12 -0.04 -0.103
C 1.122 2.476 -2.308 -0.02 -0.06 0.01 -0.196
N 1.100 3.760 -3.022 0.02 0.01 0.01 -0.079
C -0.113 3.806 -3.831 0.00 0.01 0.00 -0.191
C 1.027 4.833 -2.022 -0.01 -0.01 -0.01 -0.167
H -1.224 1.570 -3.032 -0.01 0.00 0.01 0.117
H -2.145 2.273 -1.694 -0.01 0.02 0.03 0.100
H -2.236 4.636 -1.414 0.00 -0.01 0.00 0.120
H -1.391 5.699 -2.561 0.00 0.00 0.00 0.116
H -0.976 3.317 0.145 -0.02 0.00 0.00 0.108
H 0.778 3.415 0.157 0.00 -0.05 -0.03 0.030
H 1.139 1.669 -3.045 -0.01 0.02 0.03 0.088
H 2.026 2.386 -1.703 0.00 0.02 0.00 0.076
H -0.076 2.998 -4.567 0.00 0.00 0.00 0.120
H -0.155 4.762 -4.362 0.00 0.00 0.00 0.115
H 1.010 5.797 -2.540 0.00 0.00 0.00 0.117
H 1.909 4.785 -1.381 0.00 0.00 -0.01 0.130
```
Positions in Å, forces in eV/Å.

**E_LUMO**: 3.50 eV
**Energy relative to the best compared isomer or geometry (same formula, charge and spin)**: 0.000 eV
**Net charge**: -2
**F_max**: 0.49 eV/A
**Kohn-Sham gap**: 4.79 eV

=====

Formula: C2H6N2P
Source: the Open Molecules 2025 dataset
Level of theory: ωB97M-V/def2-TZVPD

The geometry in XYZ format:
```
11
Properties=species:S:1:pos:R:3:forces:R:3:nbo_charge:R:1
C -0.691 0.456 0.904 -0.34 0.26 2.64 0.316
C 0.209 -0.801 -0.903 1.08 -1.35 -1.59 -0.610
N -0.219 1.532 0.460 1.30 -1.35 -1.96 -0.708
N -0.304 -0.783 0.405 -1.53 -0.47 0.97 -0.605
P 1.843 0.095 -1.223 -2.42 0.42 1.54 0.981
H -1.296 0.286 1.886 0.58 0.76 -1.82 0.215
H 0.285 -1.901 -1.282 0.04 1.82 0.53 0.301
H -0.524 -0.289 -1.541 0.42 -0.05 -0.78 0.272
H -0.318 2.522 0.592 -0.55 -0.14 0.86 0.436
H -1.084 -1.466 0.532 1.18 0.55 0.09 0.420
H 2.100 0.349 0.170 0.24 -0.43 -0.47 -0.019
```
Positions in Å, forces in eV/Å.

**E_LUMO (alpha / beta)**: -7.67 / -7.66 eV
**Energy relative to the best compared isomer or geometry (same formula, charge and spin)**: 3.253 eV
**Net charge**: +1
**F_max**: 2.90 eV/A
**Kohn-Sham gap (alpha / beta)**: 6.88 / 6.88 eV

=====

Formula: C20H35BBr3F5I3KLiMgN3O12P
Source: the Open Molecules 2025 dataset
Level of theory: ωB97M-V/def2-TZVPD

The geometry in XYZ format:
```
86
Properties=species:S:1:pos:R:3:forces:R:3:lowdin_charge:R:1
C -4.119 -1.792 0.512 -0.63 0.09 0.62 -0.039
C -5.510 -1.131 0.149 0.07 -1.53 -0.09 -0.380
O -6.518 -2.147 0.193 0.70 1.05 0.21 -0.066
C -5.568 -0.441 -1.278 0.41 0.69 0.31 -0.076
C -4.204 0.027 -1.848 1.44 -0.64 -2.81 -0.131
N -3.237 0.920 -1.341 0.40 -0.42 -1.23 0.156
C -2.180 1.073 -2.217 0.88 0.42 -0.95 -0.230
C -0.892 1.979 -2.116 -0.83 -0.24 0.29 -0.280
C 0.364 1.287 -1.489 0.38 0.80 0.90 -0.948
O 0.926 0.282 -1.936 -1.10 0.81 -0.56 -0.356
I 1.247 2.213 0.295 0.44 -0.80 -0.15 1.154
N -2.404 0.294 -3.322 -1.95 0.21 2.37 0.202
C -3.628 -0.359 -3.132 -2.09 -0.48 1.91 -0.201
C -4.392 -1.327 -4.067 1.01 0.08 -0.19 -0.621
I -6.142 -0.185 -4.758 0.25 -0.26 0.11 0.976
C -3.510 -1.908 -5.252 -0.57 0.35 -0.51 -0.793
C -3.939 -1.471 -6.699 1.20 -0.45 -0.24 -0.271
I -3.539 -4.099 -5.237 0.04 0.77 0.25 0.862
H -4.358 -2.736 1.075 0.28 0.98 -0.54 0.104
H -3.604 -1.125 1.254 0.08 -0.57 -0.80 0.070
H -3.488 -2.079 -0.365 -0.41 0.41 0.67 0.081
H -5.794 -0.398 0.945 0.23 -0.57 -0.71 0.144
H -6.255 -2.917 -0.352 -0.37 0.36 -0.16 0.064
H -6.289 0.423 -1.203 0.80 -0.69 -0.28 0.137
H -6.031 -1.153 -2.012 0.53 0.46 0.78 0.070
H -3.312 1.393 -0.443 -0.17 -0.07 -0.38 0.170
H -0.626 2.330 -3.195 -0.05 -0.82 0.97 0.106
H -1.152 2.949 -1.546 1.33 -3.63 0.35 -0.041
H -1.797 0.212 -4.136 -0.04 0.07 0.38 0.175
H -4.827 -2.167 -3.472 0.24 0.82 -0.35 0.055
H -2.442 -1.619 -5.096 -0.79 -0.39 -0.12 0.059
H -3.783 -0.369 -6.826 -0.47 -0.82 0.08 0.063
H -4.960 -1.810 -6.996 0.80 0.47 0.52 0.051
H -3.227 -1.979 -7.411 -0.68 0.54 0.69 0.073
F 1.872 0.745 2.359 -0.82 0.64 -0.82 -0.788
Mg 2.602 0.370 -3.544 0.03 0.01 0.05 0.743
O -9.425 -3.015 -1.548 -0.13 -0.20 -0.60 -0.161
P -8.422 -4.155 -1.710 0.80 0.42 -0.18 -0.110
O -8.964 -5.194 -2.689 -0.45 0.23 0.53 -0.144
O -8.209 -4.815 -0.350 0.13 -0.40 -0.31 -0.157
O -7.094 -3.592 -2.238 0.09 0.25 0.38 -0.290
K -1.833 4.412 -2.470 -0.91 2.84 -1.12 0.953
Li -0.949 1.113 0.410 0.32 -0.78 1.08 0.566
C 6.606 3.011 6.250 0.07 -0.09 -0.07 -0.112
O 5.853 1.809 6.233 -0.04 0.25 0.10 -0.199
C 4.458 2.040 6.395 0.07 -0.45 -0.19 -0.210
C 3.720 1.928 5.071 -0.06 0.53 -0.04 -0.216
O 4.071 2.988 4.199 0.13 -0.26 0.19 -0.181
C 4.982 2.579 3.186 -0.02 0.17 -0.24 -0.093
H 7.627 2.776 5.949 -0.07 -0.08 0.02 0.087
H 6.201 3.752 5.557 -0.03 0.00 0.03 0.090
H 6.628 3.425 7.265 -0.01 0.10 -0.01 0.081
H 4.274 3.015 6.860 0.02 0.02 -0.10 0.121
H 4.084 1.266 7.075 -0.04 0.00 0.02 0.114
H 2.644 2.012 5.259 -0.03 -0.10 0.03 0.117
H 3.904 0.956 4.601 0.00 0.01 0.04 0.117
H 4.470 1.937 2.462 0.09 -0.14 0.06 0.068
H 5.838 2.046 3.608 -0.05 -0.07 -0.04 0.079
H 5.345 3.469 2.671 -0.14 0.08 0.14 0.087
C 6.122 -1.066 2.754 -0.04 0.15 0.14 -0.328
O 5.969 -0.305 1.824 -0.49 -0.21 0.37 0.024
N 5.340 -2.148 3.012 0.21 0.03 0.16 -0.196
C 5.579 -3.017 4.142 -0.21 0.06 -0.30 -0.070
C 4.230 -2.434 2.123 0.07 0.36 -0.12 -0.048
H 6.935 -0.934 3.486 -0.01 -0.08 0.04 0.146
H 5.767 -4.033 3.782 0.03 -0.06 0.19 0.083
H 4.697 -3.018 4.789 0.09 -0.12 0.12 0.083
H 6.441 -2.678 4.716 -0.04 0.05 -0.09 0.084
H 4.612 -2.589 1.110 -0.11 -0.02 -0.01 0.090
H 3.547 -1.580 2.112 -0.07 -0.06 -0.08 0.077
H 3.698 -3.326 2.455 0.10 0.03 0.07 0.078
B 4.015 6.528 2.305 0.27 0.09 0.35 -1.198
F 3.213 6.682 3.468 0.17 -0.02 -0.50 0.057
F 4.052 7.758 1.587 -0.12 -0.41 0.14 0.045
F 5.330 6.153 2.676 -0.55 0.13 -0.22 0.070
F 3.449 5.516 1.471 -0.07 0.15 0.01 0.031
C 9.095 -0.859 -0.212 0.53 0.00 -0.44 -0.844
O 9.650 -1.325 0.820 0.42 -0.05 -0.24 -0.071
O 7.747 -0.644 -0.020 0.36 -0.31 -0.10 0.002
O 9.568 -0.581 -1.325 0.04 -0.10 0.16 -0.039
H 7.775 -0.959 0.897 -1.00 0.38 -0.02 0.044
C -9.467 -1.611 -7.099 0.03 -0.20 0.18 -1.651
Br -9.797 -2.755 -5.580 0.09 0.21 -0.19 0.601
Br -9.814 -2.516 -8.774 0.02 0.14 0.17 0.556
Br -10.440 0.059 -6.970 0.11 -0.15 -0.03 0.540
H -8.411 -1.363 -7.086 -0.16 -0.01 -0.04 -0.070
```
Positions in Å, forces in eV/Å.

**E_LUMO**: -2.85 eV
**Energy relative to the best compared isomer or geometry (same formula, charge and spin)**: 2.213 eV
**Net charge**: -1
**F_max**: 3.88 eV/A
**Kohn-Sham gap**: 1.28 eV